The following is a DFT calculation (wB97M-V/def2-TZVPD) of a cluster of 2 separate species, C3H8S2 in total at a distorted geometry.

## Properties
* structure (SMILES): C=CC.SS
* HOMO-LUMO gap: 9.648 eV
* total charge: 0
* LUMO: 0.33 eV
* ΔE to the lowest compared entry with this formula, charge and spin: 54.2 kcal per mole
* F_max: 0.09681 Eh/bohr

Geometry as XYZ:
```
13
Properties=species:S:1:pos:R:3:forces:R:3:nbo_charge:R:1
S 2.0070 -0.6988 1.3351 -3.3 -2.0 0.5 -0.10
S 1.7701 0.1715 3.1338 -0.2 1.6 0.1 -0.11
H 3.1183 -0.4299 0.8332 3.1 1.2 -0.6 0.10
H 2.3844 -0.5516 4.0557 0.5 -0.8 0.0 0.12
C -2.3120 -0.4582 -3.9338 -1.1 0.4 -2.4 -0.65
C -3.0781 0.7357 -3.4073 0.9 -1.5 -1.6 -0.18
C -2.9853 1.0284 -2.1549 -2.4 2.9 3.2 -0.40
H -2.3025 -1.3546 -3.3794 -0.8 -0.9 1.1 0.22
H -2.5781 -0.7700 -4.9918 0.2 0.6 1.2 0.21
H -1.3081 -0.1961 -3.9226 2.2 0.6 -0.5 0.22
H -3.4973 1.4308 -4.1159 -1.0 -0.3 -0.1 0.21
H -3.6973 1.7185 -1.5921 0.9 -0.1 -1.5 0.19
H -2.2998 0.7543 -1.4121 1.0 -1.8 0.5 0.19
```
Forces are in eV/Å.

---

The following is a DFT calculation (wB97M-V/def2-TZVPD) of a structure of composition C6H14O4Yb at a distorted geometry.

## Properties
* HOMO-LUMO gap (alpha / beta): 7.836 / 7.817 eV
* spin multiplicity: 2
* total charge: +1
* LUMO (alpha / beta): -4.09 / -4.10 eV
* ΔE to the lowest compared entry with this formula, charge and spin: 0.0 kcal per mole
* F_max: 0.07184 Eh/bohr

Geometry as XYZ:
```
25
Properties=species:S:1:pos:R:3:forces:R:3:lowdin_spin:R:1
C 1.1062 -2.8794 0.9080 -1.5 0.1 0.0 0.00
H 1.7463 -2.8290 1.8089 0.3 0.1 -0.6 0.00
H 0.5142 -3.7916 1.1045 -0.1 0.2 0.1 0.00
H 1.6072 -3.1418 -0.0433 0.3 0.4 0.7 0.00
O 3.0756 -0.7613 -0.0278 0.7 -0.3 3.5 0.00
C 2.5573 0.2260 0.7997 -1.6 0.7 -0.8 0.00
H 2.3167 -0.1199 1.8133 0.4 -0.1 -0.2 0.00
H 3.3857 -1.3129 0.7747 -0.2 -0.2 -2.7 0.00
H 3.1718 1.1339 0.8477 -0.4 0.0 -0.3 0.00
C -3.2319 -0.2085 0.0401 -1.6 1.0 -0.4 0.00
O -2.3887 -1.2042 0.4951 -1.6 -0.3 -0.3 0.01
C -2.5122 0.6924 -0.9589 -0.8 -0.1 -0.6 0.00
O -1.2594 1.0068 -0.3568 0.3 -0.3 0.6 0.00
C -0.3184 1.6953 -1.1574 0.4 0.3 -0.6 0.00
C 0.9367 1.8216 -0.3238 0.2 1.0 0.0 0.00
O 1.1656 0.5612 0.2815 1.1 -0.7 0.5 0.00
Yb -0.5082 -0.9619 0.6700 3.5 -1.0 0.7 0.99
H -3.6030 0.4316 0.8696 0.2 -0.4 -0.2 0.00
H -4.1327 -0.6086 -0.4681 0.4 0.1 0.3 0.00
H -3.0682 1.6182 -1.1750 0.1 -0.3 0.1 0.00
H -2.3242 0.1538 -1.9042 0.0 0.2 0.2 0.00
H -0.6967 2.6887 -1.4405 0.1 -0.3 0.1 0.00
H -0.1203 1.1128 -2.0727 -0.1 0.1 0.2 0.00
H 0.7984 2.5640 0.4788 0.1 -0.1 -0.3 0.00
H 1.7823 2.1126 -0.9632 -0.2 -0.1 0.2 0.00
```
Forces are in eV/Å.

---

The following is a DFT calculation (wB97M-V/def2-TZVPD) of the molecule C19H24FN5.

## Properties
* structure (SMILES): Cc1n[nH]c(C)c1CCN(C)Cc1cn(C)nc1-c1ccccc1F
* HOMO-LUMO gap: 8.771 eV
* total charge: 0
* LUMO: 0.86 eV
* ΔE to the lowest compared entry with this formula, charge and spin: 0.0 kcal per mole
* F_max: 0.01615 Eh/bohr

Geometry as XYZ:
```
49
Properties=species:S:1:pos:R:3:forces:R:3:nbo_charge:R:1
C -2.6767 -1.0810 0.8842 0.1 0.0 -0.1 -0.65
C -2.2080 0.1057 0.1202 0.1 0.3 -0.2 0.15
N -2.4138 0.2022 -1.1809 -0.5 -0.5 -0.1 -0.28
N -1.8723 1.3618 -1.5533 0.1 0.2 0.3 -0.34
C -1.3116 2.0287 -0.5168 -0.1 -0.1 0.1 0.16
C -1.5118 1.2403 0.6024 0.0 0.3 -0.3 -0.15
C -1.1563 1.5360 2.0214 0.3 -0.2 0.0 -0.45
H -2.0619 1.4405 2.6288 0.0 0.1 0.1 0.22
H -0.8104 2.5674 2.1083 -0.1 0.1 0.1 0.21
C -0.1019 0.5858 2.6364 -0.3 0.1 0.2 -0.21
N 1.2879 0.7932 2.2880 0.1 -0.1 0.0 -0.45
C 1.8079 2.0800 2.6917 0.0 -0.1 0.0 -0.41
H 1.4718 2.9133 2.0558 0.0 0.1 0.0 0.16
H 2.8973 2.0455 2.6516 0.0 0.1 0.0 0.20
H 1.5063 2.2814 3.7188 0.0 0.1 0.0 0.20
C 1.6166 0.4934 0.9032 0.2 0.1 0.0 -0.24
C 1.4049 -0.9482 0.5878 0.0 -0.2 -0.1 -0.11
C 1.5718 -2.0129 1.4478 0.0 0.2 -0.2 -0.05
N 1.2274 -3.1311 0.7769 0.1 0.6 0.1 -0.15
N 0.8477 -2.8615 -0.4623 -0.2 -0.3 -0.7 -0.26
C 0.9508 -1.5429 -0.6133 0.3 -0.2 0.8 0.08
C 0.5808 -0.9319 -1.8838 0.0 0.2 -0.3 -0.07
C 1.2617 0.1431 -2.4477 -0.1 0.0 -0.1 0.39
C 0.8755 0.7173 -3.6442 0.1 0.1 0.1 -0.30
C -0.2129 0.1986 -4.3236 0.0 0.0 0.0 -0.21
C -0.8885 -0.8948 -3.8058 0.0 -0.1 -0.1 -0.23
C -0.4976 -1.4480 -2.6026 0.2 0.1 -0.1 -0.14
H -1.0238 -2.2913 -2.1876 -0.1 -0.1 0.1 0.23
H -1.7307 -1.3101 -4.3370 -0.1 0.0 0.0 0.22
H -0.5202 0.6410 -5.2598 0.0 0.0 -0.1 0.22
H 1.4401 1.5508 -4.0340 0.1 0.1 0.0 0.23
F 2.3693 0.6454 -1.8475 -0.2 -0.1 0.0 -0.33
C 1.2508 -4.4824 1.2553 0.0 -0.4 0.2 -0.40
H 0.8901 -5.1230 0.4533 0.0 0.1 0.1 0.24
H 0.6049 -4.5928 2.1287 0.0 0.0 -0.1 0.20
H 2.2663 -4.7781 1.5263 -0.1 0.0 0.0 0.21
H 1.8967 -2.0329 2.4677 0.0 0.0 0.3 0.22
H 1.0405 1.1116 0.2008 0.2 0.0 0.0 0.19
H 2.6761 0.7347 0.7609 -0.1 0.1 0.0 0.21
H -0.3565 -0.4406 2.3676 -0.1 0.0 0.1 0.20
H -0.1639 0.6731 3.7265 -0.1 -0.1 0.0 0.19
C -0.6266 3.3334 -0.7109 0.0 -0.1 0.0 -0.65
H -0.6149 3.8996 0.2173 0.0 0.1 0.0 0.23
H -1.1367 3.9210 -1.4724 0.0 0.1 0.0 0.22
H 0.4060 3.1829 -1.0326 0.1 0.1 0.0 0.23
H -1.8793 1.6296 -2.5240 0.0 -0.1 0.1 0.41
H -1.8629 -1.7961 1.0074 0.1 -0.1 0.1 0.22
H -3.0332 -0.7890 1.8701 -0.1 -0.1 0.1 0.21
H -3.4771 -1.5688 0.3347 -0.1 -0.1 0.0 0.23
```
Forces are in eV/Å.

---

The following is a DFT calculation (wB97M-V/def2-TZVPD) of a structure of composition C3HAlO3 at a distorted geometry.

## Properties
* HOMO-LUMO gap (alpha / beta): 6.742 / 6.386 eV
* total charge: +2
* LUMO (alpha / beta): -13.79 / -13.90 eV
* ΔE to the lowest compared entry with this formula, charge and spin: 130.3 kcal per mole
* F_max: 0.16282 Eh/bohr

Geometry as XYZ:
```
8
Properties=species:S:1:pos:R:3:forces:R:3:nbo_charge:R:1
O -3.2079 0.0106 -0.0540 5.0 0.2 -0.6 -0.11
C -2.0457 0.0852 -0.1469 -8.2 -1.3 0.9 0.77
C -0.7542 0.3125 -0.2862 3.6 -2.9 1.2 -0.50
O 0.1355 -0.6098 0.3367 -5.2 1.4 -1.0 -0.32
C 1.3948 -0.2125 0.3516 4.2 -1.9 -0.3 0.37
O 2.1184 -0.5422 -0.5813 -0.3 1.0 -1.1 -0.27
Al 0.0997 1.9563 -0.4394 1.4 2.4 -0.3 1.58
H 2.2594 -1.0001 0.8194 -0.5 1.1 1.2 0.47
```
Forces are in eV/Å.

---

The following is a DFT calculation (wB97M-V/def2-TZVPD) of a cluster of 2 separate species, H7PSi2 in total at a distorted geometry.

## Properties
* HOMO-LUMO gap: 9.408 eV
* total charge: 0
* LUMO: -0.11 eV
* ΔE to the lowest compared entry with this formula, charge and spin: 26.1 kcal per mole
* F_max: 0.07567 Eh/bohr

Geometry as XYZ:
```
10
Properties=species:S:1:pos:R:3:forces:R:3:nbo_charge:R:1
Si -0.6519 0.5251 -1.4187 -0.2 1.8 0.4 0.52
Si 0.6038 -0.0829 1.4850 -0.6 -1.2 0.7 0.56
P -0.8540 -1.1096 0.0079 2.3 -2.9 1.2 -0.32
H 0.6903 1.1331 -1.8504 -0.9 -0.4 0.3 -0.11
H -1.6043 1.5351 -0.6386 1.3 -0.7 -0.5 -0.12
H -1.5597 0.2292 -2.4860 -0.1 -0.3 -1.1 -0.14
H 1.1111 -1.0802 2.6166 -1.0 1.2 -0.8 -0.10
H 1.8144 0.1279 0.7949 1.3 0.4 -0.8 -0.18
H 0.0571 1.3064 1.7507 0.1 -0.8 0.4 -0.12
H 0.3932 -2.5839 -0.2614 -2.1 2.9 0.2 0.03
```
Forces are in eV/Å.

---

The following is a DFT calculation (wB97M-V/def2-TZVPD) of the molecule C4H5NS3 at a distorted geometry.

## Properties
* HOMO-LUMO gap: 7.114 eV
* total charge: 0
* LUMO: -1.66 eV
* ΔE to the lowest compared entry with this formula, charge and spin: 69.2 kcal per mole
* F_max: 0.10929 Eh/bohr

Geometry as XYZ:
```
13
Properties=species:S:1:pos:R:3:forces:R:3:nbo_charge:R:1
C 1.2618 0.0350 0.0257 2.1 1.8 -0.4 -0.29
C -0.2122 0.0635 0.0192 -1.6 -2.5 0.7 0.18
C -2.4370 1.1064 0.1846 -5.2 1.6 1.3 -0.55
C -1.0246 1.3982 0.0437 3.9 -1.0 3.8 -0.52
H 0.8332 -2.2145 0.3922 1.2 0.5 -0.5 0.19
H -2.8990 1.3699 1.3097 1.4 -1.1 -2.8 0.23
H -3.2095 1.8700 -0.4937 2.4 -2.7 1.4 0.25
H -0.4774 1.7215 1.0745 -1.6 -0.2 -1.8 0.26
H -0.7656 2.2381 -0.5249 0.6 0.6 -1.6 0.27
N -0.8579 -1.1217 0.2046 -0.2 5.2 -2.0 -0.51
S 2.0229 -1.5524 0.0273 -1.2 0.3 0.6 0.13
S 2.2060 1.4898 -0.1086 -1.9 -2.8 0.2 -0.02
S -2.5417 -0.7344 -0.2206 0.1 0.3 1.0 0.39
```
Forces are in eV/Å.

---

The following is a DFT calculation (wB97M-V/def2-TZVPD) of a cluster of 2 separate species, CH6NS in total.

## Properties
* HOMO-LUMO gap: 6.354 eV
* total charge: -1
* LUMO: 3.93 eV
* ΔE to the lowest compared entry with this formula, charge and spin: 5.8 kcal per mole
* F_max: 0.01383 Eh/bohr

Geometry as XYZ:
```
9
Properties=species:S:1:pos:R:3:forces:R:3:nbo_charge:R:1
S 0.6067 2.4109 -2.6672 0.0 -0.1 0.1 -1.08
H 1.4976 1.4768 -3.0396 0.0 0.0 0.0 0.08
C -0.8773 -0.4701 0.8257 0.7 0.2 -0.1 -0.41
N 0.4847 -1.0074 0.6175 -0.3 0.0 0.4 -0.84
H -0.8730 0.6141 0.9443 -0.1 0.1 0.1 0.18
H -1.4881 -0.6789 -0.0464 -0.2 -0.2 0.0 0.19
H -1.2971 -0.9076 1.7285 -0.2 -0.2 -0.1 0.17
H 0.9235 -1.1234 1.5282 0.0 0.1 -0.3 0.33
H 1.0230 -0.3145 0.1090 0.0 -0.1 -0.1 0.38
```
Forces are in eV/Å.

---

The following is a DFT calculation (wB97M-V/def2-TZVPD) of a cluster of 13 separate species, C23H72N12O13 in total at a distorted geometry.

## Properties
* HOMO-LUMO gap: 7.306 eV
* total charge: 0
* LUMO: -0.52 eV
* ΔE to the lowest compared entry with this formula, charge and spin: 301.9 kcal per mole
* F_max: 0.23526 Eh/bohr

Geometry as XYZ:
```
120
Properties=species:S:1:pos:R:3:forces:R:3:lowdin_charge:R:1
C 0.1305 0.9342 3.3299 -0.3 -1.2 0.6 -0.10
O -0.5826 -0.2955 3.3806 0.6 -0.9 0.5 -0.16
H -0.2745 1.4899 2.5497 -0.3 1.1 -1.7 0.04
H 1.1536 0.6726 3.1606 0.6 0.1 0.1 0.07
H -0.0473 1.4940 4.2132 0.3 0.5 1.1 0.08
H -1.4917 -0.1111 3.1814 -1.0 0.4 -0.3 0.05
C 2.7046 -1.8265 -3.4003 -0.8 2.5 -0.5 -0.17
O 3.5157 -2.0943 -4.5404 -0.8 -1.1 0.7 -0.09
H 2.5616 -0.7312 -3.3208 0.3 -0.4 -0.2 0.07
H 3.1465 -2.1270 -2.4901 0.8 -0.7 1.1 0.04
H 1.6786 -2.1945 -3.3976 0.1 -0.6 -0.5 0.06
H 3.4364 -3.0610 -4.5677 0.5 0.3 -0.7 0.08
C 0.9812 -4.0448 -1.3035 -4.8 4.9 -1.4 -0.59
O 0.1992 -2.8998 -1.1952 3.5 -5.2 0.0 -0.14
N 2.0369 -4.2979 -0.6575 5.0 1.8 4.7 0.18
N 0.7134 -4.9232 -2.2067 -3.7 0.0 -2.9 0.20
H 2.3810 -3.4390 -0.1395 -0.5 -1.9 -0.8 0.08
H 2.7037 -5.0473 -0.8521 -0.8 0.5 -0.1 0.14
H -0.0740 -4.5595 -2.7966 1.3 -1.3 0.3 0.09
H 1.1875 -5.7865 -2.3401 0.1 -0.3 -0.1 0.12
C -0.0207 0.1449 -0.3797 0.5 6.7 1.8 -0.60
O 0.0642 1.4507 0.0014 -0.1 -5.4 -1.3 -0.10
N 0.1142 -0.2679 -1.5778 0.9 1.1 -4.9 0.24
N -0.2450 -0.8152 0.4585 0.0 -1.1 3.6 0.12
H 0.4586 0.4266 -2.2520 -0.4 -0.5 0.0 0.08
H 0.0407 -1.2464 -1.8387 0.2 0.0 0.2 0.08
H -0.0452 -0.6458 1.4380 0.0 -0.3 0.3 0.09
H -0.3553 -1.7683 0.1696 0.3 -0.4 -0.4 0.05
C 2.4877 -2.1906 1.5276 -4.7 2.2 7.9 -0.63
O 1.5579 -1.8595 2.5063 4.1 -1.8 -5.0 -0.10
N 2.4680 -1.7300 0.3500 -2.2 4.0 -4.5 0.17
N 3.4828 -2.9538 1.7883 2.8 -3.1 1.9 0.18
H 1.6161 -1.1507 0.2289 1.0 -0.3 -0.4 0.11
H 3.2465 -1.5322 -0.2699 -0.1 -0.2 0.4 0.15
H 3.3232 -3.6203 2.5526 0.9 0.6 -0.4 0.15
H 4.2549 -3.0006 1.1219 -0.4 -0.5 0.7 0.14
C 2.0632 2.4323 -4.4277 -3.4 -7.4 7.0 -0.63
O 1.4630 1.3860 -3.6714 3.3 4.8 -4.2 -0.16
N 2.9673 3.2049 -3.9660 4.0 1.5 3.9 0.18
N 1.7733 2.7522 -5.6165 -4.7 -2.9 -6.9 0.15
H 3.3783 2.9807 -3.0514 -0.7 0.3 -0.6 0.14
H 3.6138 3.6465 -4.5951 -0.1 0.1 -0.2 0.13
H 1.0930 2.0123 -6.0854 1.8 2.4 1.3 0.19
H 1.5242 3.7024 -5.7592 0.0 0.7 -0.5 0.11
C -3.2770 1.2631 1.1566 -7.5 3.9 0.9 -0.65
O -4.5790 1.4610 1.5656 5.9 -1.2 -1.7 -0.14
N -2.5473 0.2569 1.4056 1.9 -6.3 2.3 0.15
N -2.6229 2.1466 0.4419 1.3 3.3 -2.1 0.15
H -3.0464 -0.5604 1.8215 0.4 0.9 -0.2 0.09
H -1.5883 -0.0246 1.0366 -2.5 1.3 0.3 0.08
H -2.9979 3.0703 0.2211 -0.2 -0.8 0.3 0.12
H -1.6185 2.0019 0.2022 -1.0 0.0 0.3 0.06
C -1.2696 -3.6281 4.5167 -2.9 -6.9 2.1 -0.64
O -1.7922 -4.8110 4.9656 2.5 5.5 -2.1 -0.12
N -0.3338 -3.5009 3.6194 1.6 -1.5 -1.3 0.18
N -1.7242 -2.4490 4.8189 -4.0 0.9 3.5 0.15
H -0.0931 -4.3535 3.1759 0.6 -0.4 -0.4 0.11
H 0.0819 -2.6255 3.3338 0.2 -0.1 -0.2 0.05
H -2.4676 -2.3744 5.5570 1.5 0.2 -1.1 0.18
H -1.2035 -1.7140 4.4412 0.5 2.0 0.1 0.05
C -1.7977 4.1341 3.2857 -0.3 -0.4 1.6 -0.02
C -0.3525 4.4451 3.1174 -1.5 -4.4 -3.9 -0.70
C 0.0509 4.6403 1.7067 0.5 -0.9 -2.9 -0.05
O 0.1227 5.4068 3.7863 0.8 8.0 5.9 0.01
H -1.9809 3.7942 4.3446 -0.1 1.0 -0.7 0.11
H -2.0886 3.2643 2.7433 -0.2 -0.5 -0.9 0.05
H -2.3771 4.9944 2.9606 -0.5 0.0 0.2 0.09
H 0.1771 3.5933 3.4257 0.9 -1.7 0.6 0.09
H -0.6222 5.3344 1.1620 0.4 0.0 0.3 0.10
H -0.0933 3.6424 1.2135 0.4 0.8 -0.1 0.07
H 1.1553 4.9747 1.5754 -1.9 -0.5 0.4 0.11
H -0.5760 6.1023 3.9871 1.4 -1.2 -0.4 0.15
C -1.1232 3.0297 -3.1385 -2.4 0.7 2.0 -0.01
C -0.6829 3.9205 -1.9574 3.5 -11.0 1.4 -0.64
C 0.7955 3.6788 -1.5853 0.6 1.2 -1.6 -0.05
O -1.0386 5.0802 -2.0378 -2.9 11.5 -1.5 0.06
H -0.8979 2.0268 -3.0197 0.7 -2.0 0.6 0.02
H -0.7020 3.2814 -4.0456 1.0 1.1 -2.1 0.03
H -2.2338 3.0373 -3.2336 0.6 0.4 0.0 0.10
H -1.0949 3.5849 -1.0338 -1.2 -1.1 0.5 0.10
H 1.0930 2.6535 -1.7511 0.1 0.0 0.4 0.04
H 1.0528 4.0799 -0.6200 -0.2 -0.3 0.6 0.05
H 1.3799 4.3233 -2.2514 0.2 0.0 -0.4 0.07
H -0.6543 5.5389 -2.7962 0.0 0.1 0.1 0.13
C 2.7469 2.3444 1.4664 -0.5 0.5 0.7 -0.03
C 3.6525 3.5548 1.8031 -8.6 -0.3 4.0 -0.63
C 3.5603 3.9374 3.2958 -1.6 -0.2 0.6 -0.02
O 4.8403 3.2344 1.6979 11.3 -1.5 -3.9 0.01
H 1.8205 2.4709 2.0126 -0.4 -0.1 -0.3 0.04
H 3.1541 1.3725 1.7829 0.3 0.4 0.0 0.09
H 2.5314 2.3261 0.4100 -0.2 -0.2 -0.4 0.05
H 3.3105 4.3603 1.2430 -0.5 1.8 -1.4 0.11
H 3.7828 3.0649 3.8983 0.4 -0.3 0.0 0.08
H 2.5868 4.2390 3.6729 -0.5 0.1 -0.4 0.06
H 4.2173 4.7372 3.5871 0.6 0.3 -0.2 0.07
H 5.1921 3.4778 0.8020 -0.2 -0.6 1.3 0.15
C -2.3341 -2.9159 -5.3460 -1.4 0.0 -1.0 -0.03
C -1.7535 -3.1437 -3.9976 -8.7 0.3 3.1 -0.66
C -2.3718 -4.2889 -3.1328 -0.6 0.7 -0.5 -0.02
O -0.5130 -3.3036 -4.0365 9.0 0.4 -1.8 -0.04
H -2.3489 -1.8479 -5.5791 0.3 0.0 -0.1 0.08
H -3.4091 -3.2003 -5.3749 0.8 -0.1 -0.3 0.09
H -1.7044 -3.4394 -6.0926 -0.7 0.1 0.2 0.10
H -1.9603 -2.2794 -3.3457 -0.6 0.4 -0.2 0.14
H -3.4715 -4.2284 -3.1889 0.4 -0.3 -0.2 0.09
H -2.1392 -4.0855 -2.0859 0.3 -0.2 -0.1 0.05
H -1.9901 -5.2710 -3.4312 -0.3 0.0 0.0 0.08
H -0.2223 -2.4934 -4.5192 0.9 -1.1 0.5 0.15
C -2.3997 -3.0011 0.7122 -1.3 -1.7 -0.4 -0.02
C -3.6088 -2.8937 1.7155 -1.9 -4.9 -4.9 -0.57
C -4.1244 -4.1417 2.4278 0.9 -3.8 -1.2 -0.04
O -3.4687 -2.0175 2.5992 1.6 6.6 6.3 -0.03
H -2.3243 -2.1656 0.0164 -0.6 -0.1 0.0 0.06
H -2.5963 -3.9451 0.1641 0.2 0.6 -0.2 0.08
H -1.3921 -3.1173 1.0824 0.1 -0.2 1.0 0.05
H -4.4940 -2.5563 1.1642 0.2 -0.1 -0.9 0.15
H -5.0335 -4.1084 3.0232 -0.1 1.0 -0.2 0.08
H -3.3888 -4.5855 3.1082 0.3 0.4 0.2 0.06
H -4.2959 -5.0459 1.7496 0.1 1.2 0.3 0.10
H -2.8681 -2.2741 3.3190 -0.1 -0.1 0.1 0.07
```
Forces are in eV/Å.

---

| no. | energy (eV) |
| --- | --- |
| 1 | -24909.0472 |
| 2 | -46160.4880 |
| 3 | -30260.2693 |
| 4 | -15837.7292 |
| 5 | -25154.2669 |
| 6 | -38221.7326 |
| 7 | -13460.2578 |
| 8 | -69509.8160 |